Density functional theory data (ωB97M-V with the def2-TZVPD basis set) for 13 unconnected molecules or ions with the total composition C29H58Cl10O24 in a non-equilibrium geometry.

Computed properties:
Strongest force on any atom = 5.76 eV Å⁻¹
Frontier orbital gap = 10.73 eV
Total energy = -205372.9557 eV
Energy relative to the best compared isomer or geometry (same formula, charge and spin) = 0.0 kJ/mol
E_HOMO = -10.6 eV

Geometry as XYZ:
```
121
Properties=species:S:1:pos:R:3:forces:R:3:lowdin_charge:R:1
C 1.2798 -12.3574 -4.6872 1.60 -0.57 -0.33 -0.0480
O 0.1528 -11.5373 -4.6337 0.26 0.82 -0.08 -0.0060
C -0.8932 -11.9503 -3.9694 -2.28 -4.34 1.60 -0.5332
O -1.0753 -13.1166 -3.4517 1.10 5.24 -2.12 0.0510
O -1.8779 -11.0376 -4.0191 -0.20 -0.77 0.69 0.0013
C -1.6502 -9.6817 -4.3686 0.26 0.89 -0.01 -0.0510
H 1.0486 -13.3600 -5.0469 -0.11 0.03 0.33 0.1045
H 1.8404 -12.3595 -3.7524 -0.47 -0.33 0.30 0.1023
H 1.9872 -11.9051 -5.3823 -0.35 0.15 -0.27 0.0931
H -1.2410 -9.5550 -5.3709 0.06 -0.18 0.08 0.0955
H -1.0258 -9.1654 -3.6395 0.43 -0.32 -0.03 0.0963
H -2.5861 -9.1268 -4.3031 -0.28 -0.59 -0.15 0.0943
C 3.9566 -6.8122 -8.1544 -0.68 0.83 0.31 -0.0207
O 4.1126 -7.1995 -6.7489 0.23 0.24 -0.41 -0.0418
C 3.2287 -6.7292 -5.8220 -1.19 0.16 -1.27 -0.5442
O 2.2401 -6.0445 -6.0932 2.44 -1.46 1.01 0.0988
O 3.5264 -7.1845 -4.5848 -0.99 -0.33 0.00 -0.0084
C 4.6752 -8.0116 -4.2669 1.18 0.93 -1.08 -0.0308
H 4.7557 -7.1613 -8.8084 0.15 -0.72 0.80 0.0886
H 4.0021 -5.7313 -8.2874 -0.18 0.12 0.52 0.0905
H 2.9899 -7.1292 -8.5458 0.07 -0.19 0.21 0.0928
H 4.7145 -8.4228 -3.2582 -0.95 0.65 0.12 0.0926
H 5.4917 -7.3010 -4.3953 0.47 -0.45 0.23 0.0942
H 4.8732 -8.8619 -4.9196 -0.56 0.22 -0.42 0.0882
C -10.5706 9.1958 1.1260 0.18 0.62 -0.56 -0.0177
O -9.9786 10.0774 0.0854 -0.64 1.32 0.66 -0.0254
C -10.5744 11.3015 -0.1772 -0.30 0.58 -1.96 -0.4875
O -10.0768 12.2304 -0.8323 -0.79 -3.03 2.38 0.0943
O -11.9130 11.2842 0.1689 2.02 -0.55 0.35 -0.0570
C -12.6025 12.5068 0.0258 -0.88 0.17 -0.94 -0.0621
H -11.5629 8.8832 0.8010 0.08 0.14 0.25 0.0890
H -10.5589 9.6830 2.1011 -0.37 0.33 -0.22 0.0908
H -9.9363 8.3212 1.2700 0.22 0.19 -0.69 0.0873
H -12.3906 12.9798 -0.9331 0.59 0.22 0.26 0.0932
H -12.4390 13.1652 0.8789 -0.02 -0.01 -0.16 0.1015
H -13.6469 12.2229 -0.1034 -0.09 0.03 0.65 0.0936
C -0.4900 9.8078 5.3730 -0.03 -0.90 -0.12 -0.0450
O -1.6378 9.1192 4.8141 -2.05 1.19 -0.67 -0.0321
C -2.7797 9.8009 4.3626 -0.04 -1.70 -1.12 -0.5338
O -3.6489 9.2962 3.6596 2.00 0.47 1.53 0.1079
O -2.7971 11.0571 4.7521 1.59 -0.53 0.83 -0.0178
C -3.7270 11.9486 4.2351 -1.26 1.15 0.30 -0.0548
H -0.5818 10.0565 6.4303 -0.55 0.29 -0.13 0.0890
H -0.1569 10.6560 4.7749 -0.22 -0.07 0.04 0.0939
H 0.2420 9.0006 5.3472 0.26 0.29 -0.17 0.0910
H -3.7151 12.7399 4.9847 0.00 0.36 -0.42 0.0988
H -4.7540 11.5835 4.2211 0.17 -0.46 -0.14 0.0988
H -3.4583 12.3179 3.2454 0.13 -0.09 0.07 0.1044
C 5.0769 -13.0372 2.5135 -0.71 -0.31 1.14 -0.0228
O 4.1912 -11.9901 2.0629 0.85 -0.44 -0.45 -0.0005
C 2.9098 -11.9395 2.3990 -1.68 -0.19 1.91 -0.5650
O 2.3111 -12.5792 3.2712 1.47 1.05 -2.14 0.0946
O 2.3821 -10.9271 1.6707 0.47 0.13 0.18 -0.0178
C 0.9773 -10.6893 1.7538 -0.61 -0.70 -0.51 -0.0453
H 4.7258 -13.4585 3.4555 -0.26 0.14 0.06 0.0882
H 6.0608 -12.6230 2.7337 -0.18 0.25 -0.50 0.0919
H 5.1289 -13.8830 1.8280 -0.03 0.41 -0.40 0.0939
H 0.6025 -10.6395 2.7762 0.13 -0.37 -0.10 0.0974
H 0.5254 -11.4600 1.1294 -0.44 -0.39 0.64 0.0971
H 0.6485 -9.7932 1.2276 1.00 0.42 0.15 0.0884
C 4.8938 5.4854 2.2396 0.32 -1.16 -1.65 -0.0742
O 5.3243 6.6443 2.8211 0.88 2.73 2.32 -0.0131
C 6.0846 7.5470 2.1824 -1.30 0.92 -0.29 -0.5600
O 6.3636 7.5281 1.0113 0.42 -0.30 0.42 0.1299
O 6.2987 8.6031 3.0215 0.08 -1.35 0.08 -0.0149
C 7.0080 9.7142 2.4802 -0.65 0.16 -1.38 -0.0528
H 4.3472 5.7301 1.3289 -0.04 -0.33 -0.15 0.1013
H 4.2575 4.9210 2.9212 0.15 0.33 0.12 0.1004
H 5.7984 4.9227 2.0088 -0.31 -0.56 -0.33 0.1021
H 6.3718 10.2135 1.7493 -0.39 0.19 0.13 0.0911
H 7.8240 9.4019 1.8285 0.52 -0.09 0.72 0.0936
H 7.2182 10.4327 3.2726 0.31 -0.53 0.01 0.0968
C 8.2671 -7.3038 2.6329 0.52 1.21 -0.83 -0.0378
O 7.3086 -6.8093 3.5263 -0.41 -0.15 1.65 -0.0019
C 6.5391 -5.8119 3.1877 -3.33 0.64 -1.02 -0.5313
O 6.3556 -5.3772 2.0486 0.77 -0.33 2.50 0.0986
O 5.7440 -5.5190 4.3208 1.26 -0.59 -1.76 -0.0394
C 4.6729 -4.5767 4.1901 0.50 0.69 -0.48 -0.0603
H 8.7241 -8.1653 3.1198 -0.13 0.10 -0.41 0.1032
H 8.9590 -6.4731 2.4941 0.66 -0.35 0.00 0.1002
H 7.8426 -7.4360 1.6377 -0.13 -0.67 0.15 0.0977
H 4.1453 -4.5855 3.2364 0.15 -0.59 -0.09 0.0885
H 5.1099 -3.5795 4.2431 -0.16 0.13 0.32 0.0901
H 3.9667 -4.7465 5.0029 0.30 -0.09 -0.03 0.0923
C -2.4645 2.6217 0.0619 0.60 1.87 0.29 -0.0710
O -2.6376 1.2612 -0.2130 -0.26 -0.45 -0.13 0.0116
C -1.5444 0.5345 -0.4825 2.56 1.38 0.40 -0.5878
O -0.3726 0.9285 -0.5116 -2.46 -0.49 -0.09 0.0976
O -1.9366 -0.6969 -0.6527 -1.98 -0.80 -0.19 0.0144
C -1.0656 -1.6707 -1.1445 1.52 -0.52 -0.10 -0.0466
H -3.3860 3.1599 0.2839 -0.52 -0.93 -0.05 0.0922
H -2.0627 3.1890 -0.7776 0.37 -0.38 -0.17 0.0976
H -1.8357 2.8096 0.9321 0.28 -0.33 -0.08 0.0982
H -0.3883 -1.1974 -1.8554 0.29 -0.23 0.20 0.1002
H -1.5417 -2.5186 -1.6368 -0.84 0.57 -0.04 0.0942
H -0.5472 -2.1381 -0.3074 0.45 0.31 -0.02 0.0998
C -0.3822 0.7698 -7.2671 -0.07 0.10 -0.29 -0.9930
Cl -1.4397 1.9204 -6.3816 0.59 -0.57 -0.14 0.4715
Cl 0.3818 1.5685 -8.6756 -0.27 -0.29 0.29 0.4723
H 0.4364 0.3640 -6.6727 -0.30 0.44 0.30 0.0264
H -1.0083 -0.0583 -7.5994 0.06 0.31 -0.15 0.0228
C -1.9117 10.5258 -1.9447 -1.25 0.62 0.56 -1.0754
Cl -0.3489 10.6137 -1.1727 0.40 -0.14 0.03 0.5161
Cl -1.8719 10.6796 -3.7057 0.05 -0.30 0.23 0.5056
H -2.4681 9.6606 -1.5841 0.49 -0.39 -0.59 0.0341
H -2.5111 11.3533 -1.5651 0.30 0.20 -0.22 0.0195
C 4.8659 4.2842 -4.0087 0.12 -0.47 -0.36 -0.9697
Cl 3.7051 5.6561 -4.1480 0.75 -0.96 0.17 0.4763
Cl 5.5534 3.7866 -5.6169 -0.27 0.47 0.83 0.4470
H 5.6756 4.5065 -3.3136 -0.03 0.54 -0.45 0.0260
H 4.4168 3.3702 -3.6202 -0.58 0.42 -0.19 0.0203
C -8.3564 2.4990 4.3864 0.18 0.55 -1.01 -1.0461
Cl -7.7331 1.9281 5.9080 -0.14 -0.26 0.40 0.5238
Cl -8.3434 1.2544 3.0929 -0.04 0.26 0.41 0.4726
H -9.3672 2.9015 4.4517 0.12 -0.37 0.30 0.0293
H -7.6900 3.3006 4.0678 -0.11 -0.19 -0.10 0.0203
C -3.6276 -2.3935 4.8068 -0.44 -0.76 0.46 -1.0041
Cl -3.2608 -4.1495 4.6091 0.12 0.56 0.05 0.4593
Cl -2.2511 -1.4299 5.3617 -0.13 -0.17 -0.45 0.4995
H -4.0561 -2.0804 3.8548 0.42 0.32 0.24 0.0285
H -4.3611 -2.3475 5.6117 0.03 0.06 -0.31 0.0168
```
Forces are in eV/Å.